1.
# C30H40N6O5V

A molecular structure, C30H40N6O5V (the ωB97M-V functional and the def2-TZVPD basis, the OMol25 dataset).

```
82
Properties=species:S:1:pos:R:3:forces:R:3
O 0.0679 -0.5039 -2.7097 -0.057 -0.325 1.292
V 0.2107 -0.6701 -1.1206 -0.335 1.744 -0.368
O -0.2087 0.7463 -0.4832 0.203 -1.604 -0.622
N 0.7437 -2.9137 -1.4032 0.185 -0.633 -0.223
C 0.1388 -3.6081 -2.3943 -0.355 0.930 0.228
C 0.4555 -4.8956 -2.7369 0.139 -0.480 0.268
C 1.3873 -5.5769 -1.9541 -0.229 -0.121 -0.390
C 2.0433 -4.8890 -0.9615 0.125 0.404 -0.248
C 1.7034 -3.5539 -0.7438 0.651 -0.432 0.334
H -0.6759 -3.0768 -2.8709 0.196 0.022 -0.274
H -0.0184 -5.3688 -3.5845 -0.161 -0.026 0.099
H 1.5867 -6.6286 -2.1168 0.116 0.068 -0.169
H 2.8782 -5.3472 -0.4507 -0.171 0.064 0.329
H 2.2588 -3.0198 0.0168 -0.183 0.273 -0.034
N 2.3857 -0.1327 -1.0365 -0.214 -0.728 -0.367
C 3.1196 -0.3679 -2.1318 -0.274 -0.051 -0.575
C 4.4649 -0.0859 -2.2261 0.049 0.287 0.394
C 5.0804 0.4779 -1.1211 0.430 0.152 -0.005
C 4.3622 0.6671 0.0468 -0.201 -0.069 -0.268
C 3.0160 0.3622 0.0339 -0.367 -0.610 0.591
H 2.6104 -0.7822 -2.9931 -0.197 0.045 0.130
H 5.0039 -0.2825 -3.1400 -0.031 0.014 -0.038
H 6.1208 0.7803 -1.1462 0.011 -0.182 -0.089
H 4.8473 1.0115 0.9479 -0.098 0.125 0.017
H 2.4197 0.3764 0.9382 -0.015 0.394 -0.037
N -1.8954 -1.7032 -0.7659 -0.084 0.065 0.158
C -2.1045 -2.8617 -0.1176 0.847 0.252 0.339
C -3.3450 -3.3326 0.2533 -0.173 0.159 -0.400
C -4.4700 -2.5806 -0.0803 0.396 -0.713 0.044
C -4.2807 -1.4001 -0.7702 -0.139 -0.049 -0.041
C -2.9913 -1.0121 -1.0932 0.193 0.317 -0.496
H -1.1940 -3.3894 0.1408 -0.155 -0.169 -0.010
H -3.4383 -4.3030 0.7178 0.037 0.047 0.140
H -5.4350 -3.0173 0.1405 -0.174 0.404 0.018
H -5.1165 -0.8014 -1.1049 0.013 0.018 0.004
H -2.8303 -0.1394 -1.7150 0.047 0.124 0.240
C -4.5167 1.9861 2.1745 0.443 0.288 -0.487
C -3.7858 2.0003 0.8125 -1.501 0.560 0.803
O -2.4396 1.8257 1.1937 0.277 -0.327 -0.153
C -2.4000 1.1996 2.3950 -0.207 0.136 -0.451
O -1.4329 0.6766 2.8498 0.106 -0.084 0.193
O -3.6087 1.2346 2.9780 0.050 -0.295 0.400
H -5.4841 1.4942 2.1742 0.003 -0.005 -0.023
H -4.5921 3.0010 2.5685 -0.096 -0.118 0.154
H -3.9614 2.9618 0.3377 0.424 -0.015 -0.200
H -4.1784 1.2056 0.1797 0.476 -0.174 -0.147
C 2.2698 -1.6462 4.4145 0.162 -0.429 0.318
C 0.7976 -1.2683 4.5405 0.455 0.379 -0.641
C -0.0611 -2.0845 3.5652 -0.300 -0.127 0.117
C 0.2689 -1.7823 2.1787 0.312 0.184 0.132
N 0.5634 -1.5089 1.1058 -0.172 0.049 -0.290
H 2.9060 -1.0396 5.0579 -0.068 0.133 -0.067
H 2.6598 -1.5934 3.3959 -0.129 0.200 -0.047
H 2.4157 -2.6804 4.7431 -0.013 0.015 -0.032
H 0.6473 -0.2195 4.2776 -0.007 0.032 0.200
H 0.4813 -1.4116 5.5703 -0.279 -0.108 -0.060
H -1.1251 -1.8485 3.6505 0.045 -0.052 0.218
H 0.0898 -3.1565 3.7148 -0.107 -0.008 0.007
C -2.0911 3.3779 -2.5018 0.714 -0.173 -0.151
C -1.9545 2.2261 -3.4907 -0.684 -0.054 -0.113
C -0.7726 2.3564 -4.4500 -0.367 -0.694 -0.338
C 0.4906 2.3449 -3.7393 0.712 0.188 -0.082
N 1.5114 2.2704 -3.2174 -0.116 0.119 0.104
H -2.9478 3.2443 -1.8470 -0.184 0.133 -0.114
H -2.1361 4.3239 -3.0421 -0.257 0.082 0.159
H -1.2071 3.4155 -1.8592 -0.037 0.022 0.016
H -2.8554 2.1460 -4.1083 0.014 0.106 0.026
H -1.8896 1.2757 -2.9578 0.287 0.037 -0.007
H -0.8740 3.1897 -5.1464 0.169 0.363 0.412
H -0.7428 1.4902 -5.1217 -0.041 -0.084 0.200
C 1.1219 2.6238 2.2874 -0.144 -0.137 0.784
C 2.4020 3.3197 1.8652 -0.316 -0.089 -0.527
C 2.2406 4.0317 0.5053 0.709 0.093 0.343
C 1.2743 5.1263 0.5234 -0.148 -0.065 0.115
N 0.5140 5.9857 0.5704 -0.001 -0.053 -0.028
H 0.2786 3.3141 2.3482 0.004 0.043 -0.283
H 1.1830 2.1999 3.2952 0.242 0.008 -0.040
H 0.8574 1.7952 1.6304 -0.112 0.178 -0.200
H 3.1951 2.5848 1.7201 0.053 -0.008 0.086
H 2.7803 4.0348 2.5953 -0.218 0.015 0.115
H 1.9855 3.3330 -0.2931 -0.049 -0.011 -0.011
H 3.2212 4.4668 0.2915 -0.131 0.033 -0.380
```
Forces are in eV/Å.

## Properties
- E (Eh) = -2815.77117
- relative energy (zero: lowest compared OMol25 entry of this formula, charge and spin) (kcal per mole) = 0.0
- net charge = +1
- HOMO-LUMO gap (Eh) = 0.357
- HOMO (eV) = -12.5

Löwdin atomic charge list, values in e, 4 entries:
1 O -0.340
2 V 0.760
3 O -0.331
4 N -0.026

2.
# C30H41AsMnNSSi2

A molecular structure, C30H41AsMnNSSi2 (the ωB97M-V functional and the def2-TZVPD basis, the OMol25 dataset).

```
77
Properties=species:S:1:pos:R:3:forces:R:3
Mn 0.5387 -0.2629 0.6848 -0.090 0.161 -0.075
C 4.1504 -1.2387 0.4641 0.032 0.002 -0.006
Si 2.8259 0.0476 -0.0482 -0.034 -0.061 0.050
C 3.0650 0.0839 -1.9515 -0.022 0.009 -0.019
C 3.5320 1.7243 0.5376 0.009 -0.003 -0.014
C 4.8791 2.0953 0.5506 -0.037 0.022 0.022
C 5.2714 3.3533 0.9884 -0.061 0.044 0.030
C 4.3099 4.2660 1.4153 0.054 -0.054 -0.025
C 2.9669 3.9140 1.3951 0.027 -0.034 0.001
C 2.5613 2.6488 0.9621 0.003 -0.010 0.001
Si 0.7571 2.0524 0.7909 0.055 0.087 -0.067
C 0.2071 2.7920 -0.8940 0.016 0.004 -0.025
C -0.2578 3.0801 2.0269 -0.027 -0.044 0.049
H 5.1516 -0.9293 0.1450 0.007 -0.016 0.010
H 3.9439 -2.2069 -0.0043 -0.005 -0.001 -0.005
H 4.1750 -1.3915 1.5464 -0.001 0.008 0.010
H 4.1049 0.3103 -2.2104 0.000 -0.007 -0.001
H 2.4341 0.8437 -2.4216 0.018 -0.018 0.009
H 2.8090 -0.8832 -2.3973 0.002 0.002 -0.001
H 5.6387 1.3908 0.2220 -0.001 0.007 0.001
H 6.3217 3.6244 1.0031 -0.002 0.004 0.004
H 4.6117 5.2480 1.7640 0.004 -0.003 0.000
H 2.2268 4.6349 1.7302 -0.001 -0.001 -0.001
H 0.3440 3.8787 -0.8999 -0.018 0.001 -0.013
H -0.8494 2.5819 -1.0929 -0.008 -0.006 0.009
H 0.7944 2.3800 -1.7206 -0.023 0.014 0.020
H -0.1452 4.1528 1.8383 0.000 -0.003 -0.009
H 0.0453 2.8735 3.0566 -0.003 0.008 0.004
H -1.3225 2.8399 1.9432 0.004 -0.002 0.005
C -2.3772 -1.7016 -4.0956 -0.001 -0.005 -0.001
C -3.2066 -0.4440 -3.8014 -0.011 0.003 0.017
C -4.5156 -0.5405 -4.5847 0.002 -0.002 -0.012
C -2.4397 0.7927 -4.2908 -0.002 -0.001 0.009
C -3.4390 -0.3270 -2.2937 -0.030 -0.001 -0.025
C -4.7164 -0.2547 -1.7274 0.015 0.001 -0.002
C -4.9022 -0.1294 -0.3544 0.031 -0.001 -0.003
C -3.7924 -0.0812 0.4697 -0.024 0.010 -0.009
S -3.6829 0.0645 2.2060 -0.020 -0.007 0.021
C -1.9329 -0.0041 2.0847 0.012 0.006 0.176
N -1.4796 -0.1059 0.8417 0.103 -0.061 -0.110
C -2.5044 -0.1555 -0.0778 0.011 -0.001 0.026
C -2.3354 -0.2736 -1.4500 0.033 0.008 0.005
C -0.9644 0.0192 3.1140 -0.085 0.049 -0.089
C -1.2346 0.1664 4.4895 -0.019 -0.010 0.029
C -0.1964 0.2157 5.3803 0.017 -0.002 -0.017
C 1.1328 0.1306 4.8990 -0.008 0.000 0.023
C 1.3964 0.0023 3.5586 -0.009 0.005 -0.010
C 0.3627 -0.0648 2.5806 0.090 -0.029 0.030
H -2.2095 -1.8001 -5.1712 0.000 0.000 0.000
H -2.8951 -2.5964 -3.7433 0.002 0.000 -0.001
H -1.4029 -1.6616 -3.6075 -0.004 -0.003 -0.001
H -4.2939 -0.6316 -5.6502 -0.003 0.001 0.000
H -5.1328 0.3494 -4.4477 0.001 0.000 -0.001
H -5.0992 -1.4143 -4.2874 0.001 0.000 0.002
H -2.2551 0.7227 -5.3660 0.000 0.001 -0.002
H -1.4779 0.8929 -3.7869 0.001 0.000 0.001
H -3.0120 1.7018 -4.0964 0.001 0.001 -0.002
H -5.5930 -0.2908 -2.3586 -0.001 -0.002 -0.002
H -5.9029 -0.0718 0.0553 -0.001 0.000 0.003
H -1.3226 -0.3090 -1.8369 -0.002 0.001 -0.009
H -2.2609 0.2430 4.8383 0.004 0.003 -0.001
H -0.3847 0.3300 6.4407 0.001 -0.001 0.001
H 1.9547 0.1825 5.6057 -0.005 -0.001 0.002
H 2.4305 -0.0294 3.2258 0.006 0.003 -0.006
C -1.2834 -3.3700 1.0249 0.007 -0.004 -0.008
As 0.4514 -2.6234 0.5133 -0.007 -0.097 -0.018
C 0.8023 -3.7532 -1.0520 -0.005 -0.006 0.007
C 1.5596 -3.5624 1.8138 0.012 0.029 0.032
H -1.2447 -4.4582 1.0941 -0.002 -0.001 0.002
H -2.0345 -3.0735 0.2916 0.001 0.002 -0.003
H -1.5604 -2.9465 1.9912 -0.003 -0.001 0.000
H 0.6823 -4.8085 -0.8020 0.004 -0.005 -0.012
H 1.8178 -3.5733 -1.4047 0.002 0.009 0.007
H 0.1053 -3.4892 -1.8482 0.000 0.002 -0.003
H 1.3120 -4.6246 1.8323 0.005 -0.006 -0.002
H 1.3746 -3.1186 2.7920 -0.001 -0.004 0.004
H 2.6118 -3.4290 1.5674 -0.015 0.006 -0.015
```
Forces are in eV/Å.

## Properties
- E (Eh) = -5586.50947
- relative energy (zero: lowest compared OMol25 entry of this formula, charge and spin) (kcal per mole) = 0.0
- net charge = -1
- 2S+1 = 2
- HOMO-LUMO gap (spin up / spin down) (Eh) = 0.241 / 0.190
- HOMO (spin up / spin down) (eV) = -4.1 / -2.7

Löwdin atomic charge list, values in e, 4 entries:
1 Mn -0.015
2 C -0.251
3 Si 0.494
4 C -0.235